C4H7NO2 | wB97M-V/def2-TZVPD

```
14
Properties=species:S:1:pos:R:3:nbo_charge:R:1
C -1.57169 -1.07188 0.16314 -0.631
C -0.63524 -0.15247 -0.57513 -0.055
C 0.60217 1.97573 -0.06930 -0.076
N 1.41541 1.11508 0.55726 -0.657
C 1.68126 -0.23660 0.17862 0.886
O 2.62202 -0.87073 0.55989 -0.545
O 0.68922 -0.73221 -0.57227 -0.498
H -1.27622 -1.12338 1.21635 0.214
H -1.55837 -2.07969 -0.25322 0.226
H -2.58463 -0.66341 0.10192 0.223
H -0.89491 0.00079 -1.62432 0.199
H -0.70252 0.83073 -0.07152 0.194
H 0.63846 1.74771 -1.15967 0.115
H 1.57504 1.26033 1.54825 0.406
```

As for the total charge: 0. The multiplicity is 1. For the energy relative to the best compared isomer or geometry (same formula, charge and spin), the calculation gives 3.6006 eV. The calculation puts the lowest unoccupied orbital energy at 0.334 eV.


C5H7N | wB97M-V/def2-TZVPD

```
13
Properties=species:S:1:pos:R:3:nbo_charge:R:1
C 1.57083 0.02150 0.27784 -0.599
C 0.47359 0.12124 -0.77922 -0.226
C -0.36685 1.18525 -0.35979 -0.136
C -1.52051 0.67782 0.20203 -0.247
N -1.50417 -0.68964 -0.14405 -0.511
C -0.34757 -1.00922 -0.74778 0.052
H 0.96043 -0.05156 1.21645 0.177
H 2.19437 -0.87204 0.20283 0.214
H 2.17249 0.92296 0.40462 0.214
H -0.01141 2.19126 -0.15086 0.209
H -1.33881 0.82746 1.28267 0.234
H -2.26507 -1.32766 0.02686 0.411
H -0.09179 -2.04131 -0.96009 0.207
```

As for the total charge: 0. The multiplicity is 1. For the energy relative to the best compared isomer or geometry (same formula, charge and spin), the calculation gives 3.5775 eV. The calculation puts the lowest unoccupied orbital energy at 0.987 eV.


C14H18BN10O2Pb | wB97M-V/def2-TZVPD

```
46
Properties=species:S:1:pos:R:3:mulliken_spin:R:1
Pb 0.25192 0.00338 0.20245 0.000
C -3.03820 -3.17110 0.11648 0.002
C -1.85308 -2.60252 -0.34433 0.000
N -1.60327 -1.46834 0.30315 0.002
N -2.61357 -1.26697 1.17997 -0.003
C -3.48297 -2.29520 1.08289 0.001
B -2.70172 -0.00078 2.08080 -0.001
N -2.61615 1.26834 1.18304 -0.001
C -3.48608 2.29634 1.08874 0.002
C -3.04272 3.17423 0.12340 0.003
C -1.85754 2.60718 -0.33947 0.000
N -1.60632 1.47211 0.30611 0.002
N -1.49512 0.00176 3.07360 0.004
C -1.41943 0.00496 4.42819 0.001
C -0.09544 0.00296 4.80898 0.000
C 0.60629 -0.00114 3.60931 0.000
N -0.22805 -0.00099 2.57664 0.001
N -4.10508 -0.00712 2.74823 -0.050
C -5.26928 0.01081 2.09589 0.340
C -6.32303 0.03749 3.05421 0.323
C -5.67642 0.02061 4.29438 0.008
N -4.37551 -0.06003 4.08651 0.350
H -3.50380 -4.08524 -0.20432 0.000
H -1.18371 -2.95422 -1.11218 0.000
H -4.35984 -2.37232 1.70134 0.005
H -4.36323 2.36973 1.70728 0.007
H -3.51051 4.08767 -0.19620 0.000
H -1.18957 2.96079 -1.10765 0.000
H -2.30100 0.00084 5.02441 0.002
H 0.29942 0.00133 5.80829 0.000
H 1.67342 -0.00132 3.45793 0.000
H -5.32543 0.00249 1.01731 0.005
H -7.38626 -0.01579 2.88104 -0.008
H -6.09469 0.00220 5.28659 0.007
C 0.73888 -0.00547 -5.02639 0.000
O 1.96849 -0.00350 -4.27758 0.000
C 1.87171 -0.00148 -2.96534 0.000
O 0.78854 -0.00125 -2.36525 0.000
N 3.11892 0.00014 -2.42613 0.000
N 3.35498 0.00227 -1.06008 0.000
H 1.03460 -0.00705 -6.06887 0.000
H 0.15450 0.88148 -4.78985 0.000
H 0.15542 -0.89222 -4.78688 0.000
H 3.90023 -0.00089 -3.06507 0.000
H 3.88551 0.82658 -0.79909 0.000
H 3.88680 -0.82046 -0.79671 0.000
```

As for the total charge: +2. The multiplicity is 2. For the energy relative to the best compared isomer or geometry (same formula, charge and spin), the calculation gives 0.3133 eV. The calculation puts the lowest unoccupied orbital energy (spin up / spin down) at -5.995 / -10.416 eV. The expectation value of S² is 0.77.


CH2N2OS2 | wB97M-V/def2-TZVPD

```
8
Properties=species:S:1:pos:R:3:nbo_charge:R:1
N -0.01640 -0.32854 1.18500 -0.772
C 0.82584 0.42436 0.54467 -0.014
S 2.07823 1.33288 1.01616 -0.017
S 0.21145 0.85777 -1.41657 0.401
N -0.99992 0.10039 -2.17828 -0.074
O -1.83656 -0.64869 -1.75949 -0.328
H -0.61576 -0.97346 0.65756 0.411
H 0.35312 -0.76472 1.95095 0.392
```

As for the total charge: 0. The multiplicity is 1. For the energy relative to the best compared isomer or geometry (same formula, charge and spin), the calculation gives 2.0762 eV. The calculation puts the lowest unoccupied orbital energy at -0.623 eV.


C12H27BBrEuIO3PSSi | wB97M-V/def2-TZVPD

```
49
Properties=species:S:1:pos:R:3:mulliken_spin:R:1
C 1.74730 -1.51064 2.40795 0.000
C 2.39406 -1.89250 1.07476 0.001
C 1.91272 -1.13749 -0.17602 -0.001
C 1.62837 0.37023 0.00114 -0.011
C 2.77525 1.10225 -0.69817 0.115
C 0.29217 1.07054 -0.54629 0.008
C -0.02815 2.20342 0.40940 0.006
C -0.28301 2.04712 1.90446 0.001
O 0.27996 3.18360 2.57228 -0.001
O 0.63223 1.79110 -1.76625 -0.012
B 0.30103 0.91784 -2.90033 0.000
Br 1.97921 0.11256 -3.82344 -0.001
I -0.67664 2.23086 -4.45854 -0.001
O -0.52173 -0.13075 -2.35479 -0.001
C -0.92984 0.22579 -1.03808 0.002
P -2.37460 1.42105 -1.24021 0.000
S -3.45955 1.92108 0.31386 0.000
Si -1.79060 -1.34650 -0.21411 0.000
C -2.10215 -1.19860 1.61525 0.000
C -0.85571 -2.92108 -0.55421 0.000
C -3.43173 -1.55250 -1.06627 0.000
H 1.57318 -2.39273 3.02493 0.000
H 2.36036 -0.82374 2.99994 0.000
H 0.77778 -1.03142 2.26087 0.000
H 3.48132 -1.78338 1.15821 0.000
H 2.22891 -2.95527 0.88125 0.000
H 2.70323 -1.24891 -0.92852 -0.001
H 1.04692 -1.60456 -0.63427 0.000
H 1.66392 0.58908 1.07192 0.005
H 2.90514 0.70774 -1.70653 -0.003
H 2.51288 2.11867 -0.84024 -0.125
H 3.73112 1.04813 -0.14921 0.003
H -0.81258 2.82235 -0.03545 0.000
H 0.85020 2.85962 0.37902 -0.025
H -1.36427 2.03736 2.05499 -0.001
H 0.14827 1.13427 2.31508 -0.001
H 0.92188 2.88819 3.19906 0.000
H -3.02342 0.80366 -2.29828 0.000
H -1.78960 2.50690 -1.87505 0.000
H -1.22343 -1.05723 2.24522 0.000
H -2.82721 -0.41770 1.83774 0.000
H -2.53911 -2.16512 1.90124 0.000
H -0.31419 -2.91044 -1.50328 0.000
H -0.16883 -3.19514 0.24820 0.000
H -1.61001 -3.71178 -0.62872 0.000
H -4.22201 -0.94774 -0.62157 0.000
H -3.38767 -1.35138 -2.13846 0.000
H -3.70298 -2.60905 -0.96208 0.000
Eu 2.59158 3.78228 -0.71838 7.043
```

As for the total charge: +1. The multiplicity is 8. The calculation puts the lowest unoccupied orbital energy (spin up / spin down) at -6.092 / -5.919 eV. The expectation value of S² is 15.76.


C5H10NO | wB97M-V/def2-TZVPD

```
17
Properties=species:S:1:pos:R:3:nbo_charge:R:1
N -2.67202 -0.22458 -0.94460 -0.681
C -1.45891 0.49234 -0.40329 -0.117
C -0.43828 -0.32889 -0.09787 -0.087
C 0.51509 -0.05648 1.04414 -0.448
C 1.86704 0.60083 0.74531 -0.510
C 2.53452 -0.17421 -0.34436 0.431
O 2.31630 -1.33881 -0.56927 -0.520
H -3.22295 0.43696 -1.49554 0.444
H -3.26909 -0.51187 -0.16984 0.444
H -2.43190 -1.04121 -1.50232 0.451
H -1.63908 1.48268 -0.00898 0.237
H -0.32108 -1.21979 -0.71268 0.229
H 0.68951 -1.05834 1.44469 0.259
H -0.03326 0.51001 1.79826 0.230
H 2.41329 0.49400 1.67989 0.267
H 1.79396 1.64699 0.44545 0.233
H 3.35688 0.29036 -0.90900 0.138
```

As for the total charge: +1. The multiplicity is 1. For the energy relative to the best compared isomer or geometry (same formula, charge and spin), the calculation gives 2.1392 eV. The calculation puts the lowest unoccupied orbital energy at -3.929 eV.


- Number 4 is which compound?
  CH2N2OS2


- Look up the multiplicity of the fifth one.
  8